{"formula": "C8H16O5", "method": "ωB97M-V/def2-TZVPD", "symbols": ["O", "O", "O", "O", "O", "C", "C", "C", "C", "C", "C", "C", "C", "H", "H", "H", "H", "H", "H", "H", "H", "H", "H", "H", "H", "H", "H", "H", "H"], "coordinates": [[-2.90170, 0.15463, -2.42623], [2.20304, -0.50210, -0.14050], [0.23888, -2.93769, 0.12241], [2.55458, 2.91995, 0.74344], [-2.13699, 2.19086, -0.18512], [1.04338, -0.82483, -0.87067], [0.88601, -2.32800, -0.97094], [2.70043, 0.78881, -0.33539], [0.97677, -2.96493, 1.31839], [-1.70750, 2.75220, 1.03081], [-3.38470, 0.34749, -1.15652], [-2.35107, 0.83899, -0.18130], [2.22385, 1.75768, 0.72723], [-3.81657, -0.58033, -0.70039], [1.47206, 1.35710, 1.44290], [2.44209, 1.19357, -1.33068], [-1.49661, 3.81301, 0.84882], [-2.48902, 2.65137, 1.80303], [1.87699, -2.78984, -1.13783], [1.12102, -0.40266, -1.88753], [-2.00681, 0.26482, 0.69075], [0.42913, -3.59929, 2.02663], [1.08916, -1.95823, 1.75114], [0.26156, -2.55042, -1.84612], [0.00871, -0.30085, -0.49973], [-0.79314, 2.25876, 1.39720], [3.79914, 0.75347, -0.27368], [-4.22408, 1.08987, -1.11606], [1.98137, -3.39338, 1.15595]], "lumo_ev": [2.96, 2.96], "de_lowest_kcal_mol": 31.7, "homo_energy_ev": [-2.299, -2.233], "charge": -1, "spin_multiplicity": 2}